Record 1
A cluster of 7 separate species, C33H38F4O3 in total in a non-equilibrium geometry. Source: the Open Molecules 2025 dataset; level of theory: the ωB97M-V functional and the def2-TZVPD basis.

Each line ends with the Mulliken charge.
Cartesian coordinates (Å):
F: -5.5658 -0.4432 5.2026  -0.305
F: -1.0693 3.4400 0.7979  -0.240
F: 2.4720 -2.9665 -3.0431  -0.272
F: 4.2959 0.3990 0.8689  -0.252
O: -2.6414 -6.4043 -0.9794  -0.591
O: 1.4216 3.6649 -3.4340  -0.623
O: 0.0602 -0.2643 -1.0233  -0.543
C: 3.3545 4.6070 -2.2407  -0.851
C: -2.3659 3.4281 0.4598  0.285
C: 2.4225 -2.1979 -4.1526  0.259
C: 6.4242 3.2561 0.1920  -0.678
C: 5.9043 1.9816 0.2573  -0.033
C: -4.8793 -1.5839 4.9928  0.276
C: -3.2705 4.0027 1.3140  -0.571
C: 2.7725 -2.6926 -5.3617  -0.432
C: -5.3045 -2.6923 5.6511  -0.382
C: -1.4141 -4.7659 0.2438  -0.790
C: 1.2989 -1.7435 0.2581  -0.815
C: -3.1288 -2.8055 3.9117  -0.051
C: -4.6080 4.1022 0.9031  -0.532
C: -3.7854 -1.5841 4.1428  -0.437
C: -4.1041 2.9196 -1.1543  -0.567
C: -4.5978 -3.9238 5.5195  -0.524
C: -3.5089 -3.9331 4.6089  -0.529
C: 5.6436 4.2631 0.7983  -0.458
C: 4.4407 3.9906 1.5103  -0.560
C: 0.3482 -0.6245 0.0993  0.979
C: -0.3360 -0.0181 1.3174  -0.645
C: -5.0410 3.5653 -0.3150  -0.425
C: 1.8981 2.7726 -1.2537  0.156
C: 4.7810 1.6756 0.9863  0.105
C: -3.2244 -6.1270 1.3006  -0.730
C: 2.1222 3.7369 -2.3972  0.616
C: -2.3941 -5.8938 0.1163  0.530
C: 1.5093 -0.1703 -5.1535  -0.446
C: 1.9689 -0.6355 -6.4365  -0.513
C: -2.7967 2.8739 -0.7346  0.012
C: 2.6738 -1.8831 -6.4850  -0.463
C: 4.0238 2.6758 1.5807  -0.099
C: 1.8211 -0.9282 -4.0268  -0.086
H: 3.2673 -3.6488 -5.4465  0.389
H: -2.3428 -2.9439 3.1842  0.300
H: 6.4773 1.1883 -0.1996  0.408
H: -3.0014 4.4239 2.2714  0.442
H: 3.8349 4.7558 1.9728  0.397
H: 6.1352 5.2247 0.7882  0.354
H: 0.4676 0.5895 1.7335  0.160
H: -0.4569 -5.1611 0.5838  0.318
H: -4.2531 -5.8248 1.1042  0.272
H: -3.2375 -7.2016 1.4831  0.351
H: 4.0836 4.2188 -1.5294  0.104
H: -5.3182 4.5696 1.5691  0.355
H: 2.9889 -2.3278 -7.4174  0.338
H: -6.1228 -2.6029 6.3503  0.393
H: 0.9320 0.7408 -5.0987  0.446
H: -4.3869 2.4973 -2.1073  0.400
H: -2.1106 2.4268 -1.4387  0.463
H: -6.0604 3.6802 -0.6526  0.377
H: -3.4934 -0.6387 3.7098  0.505
H: 1.2393 3.1148 -0.4556  0.143
H: 1.5322 1.8027 -1.5906  0.019
H: -1.1782 0.6082 1.0233  0.092
H: 3.0497 2.4824 2.0054  0.410
H: -2.8528 -5.6381 2.2012  0.040
H: 2.9815 5.5377 -1.8132  0.272
H: -3.0664 -4.9151 4.5298  0.369
H: 7.3452 3.4989 -0.3171  0.415
H: -4.8949 -4.8272 6.0312  0.393
H: 2.2045 -1.4546 0.7916  0.228
H: -1.3180 -4.3345 -0.7526  0.362
H: -0.6171 -0.8087 2.0132  0.260
H: 1.4460 -0.6234 -3.0610  0.408
H: 1.8022 -0.1662 -7.3949  0.372
H: 2.8423 2.6084 -0.7344  -0.251
H: 3.8349 4.8104 -3.1977  0.383
H: 0.7926 -2.5495 0.7893  0.183
H: -1.8069 -3.9929 0.9044  0.229
H: 1.6399 -2.1929 -0.6746  0.125

Output
Energy above the lowest of the compared OMol25 structures with the same formula, charge and spin: 154.3 kJ/mol
SMILES string: Fc1ccccc1.Fc1ccccc1.Fc1ccccc1.Fc1ccccc1.CC(C)=O.CC(C)=O.CC(C)=O
Total charge: 0
Strongest force on any atom: 3.4 eV/Å
HOMO level: -0.32403 hartree


Record 2
A structure of composition C33H38N4SYb in a non-equilibrium geometry. Source: the Open Molecules 2025 dataset; level of theory: the ωB97M-V functional and the def2-TZVPD basis.

Each line ends with the Mulliken spin population.
Cartesian coordinates (Å):
Yb: 0.3225 -0.3364 0.4295  -0.012
S: 1.3079 -2.9521 0.0795  0.042
N: 2.1440 0.7728 -2.5867  -0.002
N: 2.4294 -3.1369 2.4805  0.216
N: 2.2829 1.5354 -0.5675  -0.003
N: 1.5185 0.2628 2.3216  0.007
C: 1.2634 -1.6916 -5.2219  0.001
C: -2.2634 -2.5529 -0.1437  -0.008
C: 1.9113 1.9531 0.6952  -0.002
C: 2.6156 -3.6166 3.7521  0.295
C: -1.8170 1.1457 -0.4620  -0.003
C: 0.7790 0.9977 -4.6120  0.000
C: -1.7737 2.0969 1.9502  0.000
C: -2.0852 -0.9673 2.6124  0.006
C: 3.4413 1.2841 -2.4252  -0.001
C: 3.0724 -0.1261 4.1170  0.006
C: 1.6749 -4.4580 4.3047  -0.182
C: 4.0352 0.6882 3.5114  -0.003
C: 2.3879 1.1974 1.8119  -0.003
C: -1.8129 -0.4884 -2.4803  0.001
C: 3.5378 1.7469 -1.1776  0.001
C: -1.9115 -0.1525 -1.0382  0.003
C: 1.6186 0.2184 -3.8010  0.003
C: 0.5144 2.4395 -4.3163  0.000
C: 1.8268 -0.3068 3.5142  0.008
C: 2.7782 -1.9446 -3.2378  -0.010
C: 0.4576 -0.9315 -6.0740  0.000
C: 0.2228 0.4090 -5.7529  0.001
C: 3.6882 1.3532 2.3501  0.003
C: 0.5690 -4.8554 3.5402  0.474
C: -2.1142 -1.0850 0.0178  0.011
C: 1.8740 -1.1265 -4.0972  -0.001
C: 0.4221 -4.3925 2.2385  -0.090
C: -1.9011 1.0089 0.9517  -0.002
C: -2.0817 -0.3726 1.2512  -0.008
C: 1.3665 -3.5263 1.6801  0.217
C: -0.1283 -1.5511 -7.3129  -0.001
C: 1.4203 0.8469 -1.4406  0.015
C: -1.6461 2.4237 -1.1948  0.000
H: -1.7692 -3.1040 0.6653  0.005
H: 0.3667 2.6288 -3.2493  0.000
H: -0.1687 -5.5393 3.9577  0.050
H: 0.9990 2.5455 0.7753  0.000
H: 4.3602 2.0318 1.8262  0.000
H: 3.2789 -0.6185 5.0639  -0.002
H: -1.8823 2.3014 -2.2592  0.000
H: 1.0422 -0.9051 3.9904  -0.006
H: -0.4147 -4.6870 1.6025  -0.025
H: 1.3279 3.0888 -4.6698  0.000
H: -0.9500 1.9087 2.6570  0.000
H: -3.3254 -2.8441 -0.1430  0.000
H: 1.8052 -4.8026 5.3312  -0.011
H: 3.5214 -3.2859 4.2562  0.030
H: -1.4746 -0.3775 3.3108  -0.004
H: -2.3141 3.1992 -0.7894  0.000
H: 0.6284 -2.1256 -7.8620  0.000
H: -2.6960 2.1992 2.5446  0.000
H: -0.5296 -0.7788 -7.9763  0.000
H: -3.1038 -1.0139 3.0281  0.000
H: -1.8259 -2.8933 -1.0890  0.000
H: 2.4110 -2.0219 -2.2067  0.006
H: 2.8157 -2.9605 -3.6441  0.000
H: -1.5843 0.3984 -3.0804  0.000
H: -1.5846 3.0592 1.4610  0.000
H: -0.9427 -2.2420 -7.0622  0.000
H: -0.6160 2.8086 -1.1268  0.000
H: 3.8046 -1.5570 -3.2152  0.000
H: -1.6879 -1.9927 2.6064  0.009
H: -0.4238 1.0126 -6.4017  0.000
H: -0.3956 2.7534 -4.8429  0.000
H: 1.4287 -2.7539 -5.4326  0.000
H: 4.1419 1.2889 -3.2399  0.000
H: -1.0130 -1.2212 -2.6771  -0.001
H: 3.1274 -2.5220 2.0678  -0.029
H: -2.7566 -0.9186 -2.8561  0.000
H: 5.0251 0.8222 3.9532  0.000
H: 4.3388 2.2390 -0.6614  0.000

Output
2S+1: 2
Total charge: -1
Strongest force on any atom: 3.3 eV/Å
Expectation value of S²: 0.771
HOMO level (spin up / spin down): -0.06770 / -0.11133 hartree


Record 3
A structure of composition C33H38N6P2PtS2. Source: the Open Molecules 2025 dataset; level of theory: the ωB97M-V functional and the def2-TZVPD basis.

Each line ends with the Mulliken spin population.
Cartesian coordinates (Å):
Pt: -0.9929 1.5517 0.9836  0.935
S: -1.5305 3.8682 0.3082  0.202
S: 1.9654 -3.4625 -4.4492  0.000
P: 1.0007 1.3735 -0.7357  0.209
P: -1.0897 -0.4357 -0.2705  0.259
N: -0.7834 1.8961 5.8291  -0.001
N: 0.2938 -0.1504 -1.2637  -0.001
N: -3.7615 5.2312 0.1472  0.020
N: -0.4990 -0.3740 6.0165  0.003
N: -4.0188 3.0762 0.8847  0.004
N: -1.4386 1.6350 3.1600  0.073
C: -3.2286 4.0587 0.4631  -0.012
C: -3.3816 0.1864 -1.6938  0.012
C: 1.7496 -0.1618 1.5966  0.047
C: -1.1571 0.5664 3.8920  -0.007
C: -3.8796 -2.4204 -2.5047  0.001
C: -1.0912 2.9462 5.0880  0.006
C: 0.1229 -0.1839 -2.7444  0.034
C: -2.7668 -2.1477 -1.7268  0.003
C: -1.4160 2.8409 3.7446  0.007
C: 2.3259 0.9051 3.6764  0.040
C: 2.6066 1.4073 -1.5968  0.119
C: 2.1539 -0.2463 2.9179  -0.021
C: 4.7251 0.4231 -2.1199  0.009
C: -0.8207 0.6907 5.2585  -0.003
C: 4.1628 2.5967 -2.9939  0.009
C: 0.3712 -1.5560 -3.3603  0.001
C: -1.6328 -2.3291 1.6279  0.015
C: 5.0577 1.5449 -2.8719  -0.004
C: -4.7392 -1.3962 -2.8797  0.004
C: -2.5075 -0.8367 -1.3234  0.015
C: -1.5112 -3.5527 2.2664  -0.001
C: -0.7861 -2.0113 0.5671  0.004
C: -4.4894 -0.0923 -2.4769  -0.001
C: 2.9314 2.5265 -2.3583  -0.015
C: 1.6982 2.2494 1.7874  0.070
C: 0.1689 -2.9265 0.1372  0.018
C: 3.5056 0.3508 -1.4711  0.007
C: -0.5422 -4.4564 1.8513  0.009
C: 0.2903 -4.1474 0.7834  -0.002
C: 1.5099 1.0880 1.0109  -0.104
C: 2.1106 2.1545 3.1054  0.003
C: 3.7443 -3.4752 -4.7639  0.000
C: 1.8277 -1.9974 -3.3746  0.000
H: -0.3141 -0.2164 6.9935  0.000
H: 5.4241 -0.3991 -2.0352  0.001
H: -2.1832 -3.8115 3.0747  0.000
H: -3.1625 5.9792 -0.1600  0.003
H: -1.2014 -0.4052 3.4176  -0.009
H: -0.2425 -2.3053 -2.8560  -0.002
H: 2.3525 -1.2173 3.3542  0.000
H: 4.2845 -3.8109 -3.8809  0.000
H: 3.9110 -4.1804 -5.5742  0.000
H: -2.1127 -2.9574 -1.4362  0.001
H: 2.2174 3.3366 -2.4500  0.002
H: -3.1843 1.2033 -1.3693  0.001
H: 4.4197 3.4666 -3.5827  0.000
H: 0.0239 -1.5024 -4.3951  0.001
H: -5.0124 3.1967 1.0093  0.000
H: 1.0318 -4.8617 0.4506  0.000
H: 2.4711 -1.2162 -3.7846  0.001
H: -1.0772 3.9098 5.5831  0.001
H: 0.8162 0.5343 -3.1870  0.001
H: 2.6485 0.8291 4.7067  -0.001
H: -0.6395 -1.3153 5.6995  0.000
H: 2.1900 -2.2584 -2.3783  0.000
H: 0.8054 -2.6855 -0.7065  0.003
H: 4.0822 -2.4868 -5.0697  0.000
H: -2.4077 -1.6262 1.9198  0.002
H: -5.6109 -1.6206 -3.4800  0.000
H: -4.0744 -3.4382 -2.8145  0.000
H: -4.7501 5.4152 0.2086  -0.002
H: 1.6522 -1.0581 1.0067  0.018
H: -5.1568 0.7044 -2.7772  0.000
H: -0.4442 -5.4050 2.3621  0.000
H: 2.2654 3.0540 3.6867  0.002
H: -1.6537 3.7078 3.1469  -0.002
H: 3.2525 -0.5133 -0.8699  0.002
H: 1.5806 3.2244 1.3248  0.006
H: -3.5985 2.1904 1.1127  0.007
H: 6.0246 1.5968 -3.3542  0.000
H: -0.8853 0.1353 -3.0196  0.000

Output
2S+1: 3
Total charge: +2
Strongest force on any atom: 1.0 eV/Å
Expectation value of S²: 2.016
HOMO level (spin up / spin down): -0.45035 / -0.45032 hartree


| no. | E_tot (eV) |
| --- | --- |
| 1 | -51847.96517 |
| 2 | -83163.52607 |
| 3 | -87261.06673 |